Entry from the Open Molecules 2025 dataset: a structure of composition C19H23IrN8O2S in a non-equilibrium geometry (wB97M-V/def2-TZVPD).

Output
E_LUMO: -7.1 eV
total charge: +2
HOMO energy: -13.320 eV
Kohn-Sham gap: 6.195 eV

Element x y z (Å)
1 Ir -0.280 0.356 -1.659
2 N 5.375 -4.199 1.259
3 C 4.513 -3.580 0.434
4 C 4.389 -2.173 0.449
5 C 3.511 -1.543 -0.391
6 C 2.740 -2.304 -1.282
7 C 2.856 -3.705 -1.318
8 C 3.725 -4.330 -0.468
9 S 1.635 -1.579 -2.331
10 O 1.531 -2.249 -3.576
11 O 1.804 -0.085 -2.332
12 N 0.126 -1.491 -1.606
13 C -1.117 -2.026 -2.000
14 N -1.387 -3.254 -2.329
15 C -2.690 -3.462 -2.580
16 C -3.649 -2.459 -2.503
17 C -3.242 -1.178 -2.179
18 N -1.949 -0.964 -1.918
19 H 5.992 -3.678 1.856
20 H 5.509 -5.194 1.213
21 H 5.016 -1.592 1.112
22 H 3.444 -0.463 -0.396
23 H 2.279 -4.286 -2.025
24 H 3.832 -5.406 -0.501
25 H -2.969 -4.473 -2.850
26 H -4.691 -2.670 -2.695
27 H -3.918 -0.336 -2.126
28 N -0.939 1.195 0.003
29 C -1.064 1.153 1.160
30 N -1.195 1.112 2.438
31 C -0.123 1.654 3.321
32 C -0.536 3.018 3.848
33 C -1.892 2.934 4.547
34 C -2.956 2.371 3.608
35 C -2.542 1.011 3.072
36 H 0.808 1.668 2.756
37 H -0.021 0.931 4.132
38 H -0.591 3.721 3.012
39 H 0.236 3.384 4.526
40 H -2.191 3.918 4.908
41 H -1.807 2.290 5.428
42 H -3.114 3.054 2.767
43 H -3.914 2.267 4.120
44 H -3.233 0.607 2.336
45 H -2.434 0.284 3.878
46 N 0.094 4.102 -3.431
47 C -1.235 4.236 -3.113
48 C -1.591 3.075 -2.512
49 N -0.494 2.235 -2.482
50 C 0.514 2.898 -3.032
51 H 0.662 4.784 -3.907
52 H -1.794 5.125 -3.346
53 H -2.545 2.775 -2.119
54 H 1.513 2.520 -3.174

The Löwdin scheme yields these atomic charges, measured in e: 1.432 0.163 -0.282 -0.005 -0.047 -0.340 -0.034 0.002 0.682 -0.211 -0.407 -0.250 -0.451 0.191 -0.039 -0.002 -0.046 -0.002 0.120 0.121 0.123 0.117 0.129 0.127 0.134 0.124 0.133 0.020 -0.176 -0.055 -0.106 -0.168 -0.184 -0.168 -0.105 0.130 0.136 0.122 0.125 0.122 0.124 0.122 0.126 0.129 0.136 0.098 -0.043 -0.112 -0.173 -0.141 0.177 0.134 0.110 0.139


Entry from the Open Molecules 2025 dataset: an isolated molecule of C19H23N3O4 (wB97M-V/def2-TZVPD).

Output
E_LUMO: 0.6 eV
energy above the lowest of the compared OMol25 structures with the same formula, charge and spin: 61.3 kcal/mol
total charge: 0
SMILES string: CCOc1ccc(NC(=O)N2CCC(NC(=O)c3ccco3)CC2)cc1
HOMO energy: -8.197 eV
Kohn-Sham gap: 8.814 eV

Element x y z (Å)
1 C -1.721 2.887 -6.188
2 H -1.262 1.943 -5.906
3 H -0.962 3.511 -6.653
4 H -2.511 2.695 -6.909
5 C -2.299 3.600 -4.969
6 H -3.094 3.002 -4.506
7 O -1.311 3.942 -4.018
8 C -0.782 2.982 -3.213
9 C 0.275 3.397 -2.400
10 C 0.876 2.523 -1.523
11 C 0.438 1.203 -1.425
12 C -0.602 0.783 -2.245
13 C -1.210 1.661 -3.125
14 H -2.016 1.292 -3.740
15 H -0.937 -0.241 -2.203
16 N 1.099 0.344 -0.537
17 C 0.738 -0.884 -0.049
18 O 1.611 -1.684 0.268
19 N -0.600 -1.151 0.073
20 C -1.502 -0.162 0.628
21 H -1.302 0.822 0.206
22 C -1.358 -0.123 2.158
23 H -2.274 0.278 2.594
24 H -0.537 0.539 2.437
25 C -1.069 -1.525 2.738
26 N 0.345 -1.744 2.941
27 C 0.894 -1.764 4.180
28 O 0.250 -1.604 5.199
29 C 2.353 -1.995 4.170
30 C 3.257 -2.146 3.145
31 C 4.514 -2.330 3.757
32 C 4.285 -2.278 5.102
33 O 2.992 -2.076 5.356
34 H 4.945 -2.368 5.942
35 H 5.455 -2.480 3.269
36 H 3.063 -2.129 2.091
37 H 0.932 -1.892 2.133
38 C -1.644 -2.596 1.808
39 H -2.721 -2.442 1.731
40 C -0.987 -2.511 0.422
41 H -0.090 -3.131 0.380
42 H -1.687 -2.869 -0.342
43 H -1.475 -3.586 2.231
44 H -1.518 -1.605 3.734
45 H -2.517 -0.452 0.343
46 H 2.089 0.524 -0.428
47 H 1.695 2.859 -0.905
48 H 0.608 4.420 -2.477
49 H -2.726 4.561 -5.271

The Löwdin scheme yields these atomic charges, measured in e: -0.064 0.067 0.080 0.077 -0.249 0.115 -0.054 -0.273 0.003 -0.015 -0.265 -0.026 -0.012 0.106 0.116 0.149 -0.505 0.029 -0.056 -0.144 0.110 -0.087 0.116 0.121 -0.286 0.118 -0.417 0.078 -0.179 0.000 -0.054 -0.113 0.075 0.122 0.100 0.092 0.094 -0.108 0.115 -0.133 0.122 0.124 0.121 0.144 0.130 0.157 0.115 0.120 0.123


Entry from the Open Molecules 2025 dataset: an isolated molecule of C19H23N3OS2 in a non-equilibrium geometry (wB97M-V/def2-TZVPD).

Output
E_LUMO: 0.0 eV
energy above the lowest of the compared OMol25 structures with the same formula, charge and spin: 48.6 kcal/mol
total charge: 0
SMILES string: Cc1cccc(NC(=S)NNC(=O)c2cc3c(s2)CC[C@@H](C)C3)c1C
HOMO energy: -8.270 eV
Kohn-Sham gap: 8.278 eV

Element x y z (Å)
1 O -2.140 -1.338 2.637
2 S 2.296 -0.508 5.381
3 S -1.205 1.464 0.085
4 C -1.551 -0.336 2.181
5 C 1.485 -0.878 3.967
6 C -3.340 -0.037 0.432
7 C -2.110 0.268 1.002
8 C -2.522 1.527 -1.092
9 C -3.557 0.643 -0.842
10 C 5.665 -1.101 2.496
11 C 4.419 -1.358 3.041
12 C 5.754 -0.866 1.129
13 C 3.259 -1.224 2.264
14 C 4.614 -0.815 0.328
15 C 3.339 -0.988 0.887
16 N 2.001 -1.422 2.783
17 N -0.375 0.127 2.750
18 N 0.143 -0.411 3.947
19 C 4.887 -0.528 -1.114
20 C 2.104 -0.961 0.032
21 C -3.771 -0.066 -4.001
22 C -2.390 2.340 -2.330
23 C -4.758 0.484 -1.735
24 C -3.781 2.339 -3.104
25 C -4.513 0.991 -3.157
26 H -4.116 -0.685 0.878
27 H 6.538 -1.146 3.155
28 H 4.315 -1.634 4.075
29 H 6.722 -0.731 0.683
30 H 1.266 -1.520 2.118
31 H 0.035 0.959 2.342
32 H -0.187 -0.063 4.841
33 H 4.274 -1.218 -1.703
34 H 4.618 0.512 -1.327
35 H 5.904 -0.680 -1.405
36 H 1.804 -1.971 -0.225
37 H 2.263 -0.393 -0.880
38 H 1.240 -0.464 0.558
39 H -4.226 -1.057 -3.931
40 H -3.807 0.246 -5.070
41 H -2.653 -0.200 -3.712
42 H -2.140 3.356 -2.044
43 H -1.597 1.941 -2.991
44 H -5.573 1.091 -1.312
45 H -5.036 -0.599 -1.706
46 H -3.625 2.723 -4.143
47 H -4.454 3.024 -2.582
48 H -5.518 1.162 -3.585

The Löwdin scheme yields these atomic charges, measured in e: 0.043 0.647 1.070 -0.486 -0.746 -0.006 -0.446 -0.466 -0.226 -0.069 -0.048 -0.059 -0.227 -0.236 -0.161 0.077 0.035 -0.015 -0.054 -0.030 -0.069 -0.183 -0.129 -0.145 -0.387 0.139 0.111 0.056 0.101 0.099 0.116 0.113 0.083 0.093 0.066 0.096 0.075 0.059 0.068 0.080 0.110 0.104 0.115 0.127 0.133 0.123 0.113 0.138


Entry from the Open Molecules 2025 dataset: a structure of composition C19H23N5NiO2PS3 (wB97M-V/def2-TZVPD).

Output
E_LUMO (alpha / beta): 0.0 / 0.0 eV
energy above the lowest of the compared OMol25 structures with the same formula, charge and spin: 0.0 kcal/mol
total charge: 0
HOMO energy (alpha / beta): -7.340 / -6.863 eV
<S²>: 0.756
spin multiplicity: 2
Kohn-Sham gap (alpha / beta): 7.358 / 6.875 eV

Element x y z (Å)
1 Ni -0.571 1.046 -0.938
2 C 1.833 -1.962 -3.198
3 C 1.682 -2.708 -1.892
4 O 0.392 -2.416 -1.308
5 P 0.293 -1.468 -0.003
6 S -1.628 -0.922 0.052
7 S 1.566 0.031 -0.065
8 O 0.705 -2.422 1.207
9 C -0.194 -3.450 1.666
10 C 0.428 -4.100 2.876
11 H 2.800 -2.194 -3.649
12 H 1.775 -0.888 -3.025
13 H 1.049 -2.249 -3.901
14 H 2.472 -2.437 -1.191
15 H 1.705 -3.788 -2.038
16 H -0.348 -4.169 0.856
17 H -1.150 -2.987 1.912
18 H 1.409 -4.510 2.637
19 H -0.211 -4.909 3.231
20 H 0.535 -3.367 3.675
21 C -1.240 5.172 0.020
22 C -1.146 3.982 -0.677
23 N -0.350 2.982 -0.282
24 C 0.367 3.149 0.825
25 C 0.303 4.286 1.622
26 C -0.507 5.326 1.187
27 C 1.103 4.380 2.855
28 C 1.393 3.386 3.694
29 C 0.876 2.000 3.649
30 C 1.715 0.925 3.907
31 C 1.160 -0.340 3.837
32 N -0.126 -0.542 3.567
33 C -0.844 0.555 3.341
34 N -0.417 1.811 3.367
35 H -1.886 5.958 -0.344
36 H -1.714 3.813 -1.583
37 H 1.021 2.330 1.090
38 H -0.575 6.241 1.764
39 H 1.518 5.359 3.073
40 H 2.080 3.593 4.508
41 H 2.763 1.069 4.132
42 H 1.768 -1.223 3.997
43 H -1.892 0.408 3.112
44 S -1.209 1.453 -3.129
45 C -1.536 -0.003 -3.899
46 N -1.715 -1.143 -3.167
47 C -1.958 -2.342 -3.710
48 C -2.059 -2.456 -5.062
49 C -1.889 -1.261 -5.786
50 N -1.641 -0.093 -5.250
51 H -1.640 -1.067 -2.142
52 H -2.052 -3.162 -3.011
53 H -2.254 -3.400 -5.545
54 H -1.962 -1.274 -6.870

The Löwdin scheme yields these atomic charges, measured in e: -0.222 -0.074 -0.295 -0.368 -0.098 0.393 0.391 -0.349 -0.306 -0.074 0.081 0.063 0.065 0.089 0.117 0.115 0.082 0.079 0.079 0.060 -0.044 -0.120 0.000 -0.092 -0.193 -0.011 -0.037 -0.029 -0.294 -0.007 -0.130 0.098 -0.203 0.147 0.107 0.082 0.052 0.119 0.113 0.111 0.114 0.108 0.103 0.724 -0.778 0.057 -0.066 -0.046 -0.118 0.072 -0.020 0.138 0.102 0.114


DFT total energy list, top to bottom, in eV: -49750.48497; -32737.13785; -48264.17911; -114463.04548